[1]
The following is a quantum chemistry calculation of a single C5H9NO molecule in a non-equilibrium geometry, from the Open Molecules 2025 dataset.

Summary:
Molecular weight: 99.1 g mol⁻¹
Energy relative to the best compared isomer or geometry (same formula, charge and spin): 82.9 kcal/mol
Gap between HOMO and LUMO: 0.3778 hartree
Structure (SMILES): C=CCCNC=O
LUMO: 0.66 eV
Energy: -325.8055 Ha

Cartesian coordinates (Å):
O -1.29 -2.87 0.69
C -1.46 -1.64 0.70
N -0.74 -0.77 0.09
C -0.28 0.59 0.63
C -0.02 1.59 -0.57
C 1.35 1.40 -1.09
C 2.52 1.42 -0.48
H -2.32 -1.18 1.27
H -0.63 -1.11 -0.88
H -1.19 1.16 0.99
H 0.35 0.29 1.50
H 0.03 2.63 -0.32
H -0.83 1.39 -1.32
H 1.39 1.91 -2.05
H 2.74 1.07 0.55
H 3.42 1.98 -0.97



[2]
The following is a quantum chemistry calculation of a single C5H9NO molecule in a non-equilibrium geometry, from the Open Molecules 2025 dataset.

Summary:
Molecular weight: 99.1 g mol⁻¹
Energy relative to the best compared isomer or geometry (same formula, charge and spin): 58.5 kcal/mol
Gap between HOMO and LUMO: 0.3852 hartree
Structure (SMILES): C=CCCNC=O
LUMO: 0.90 eV
Energy: -325.8444 Ha

Cartesian coordinates (Å):
O -2.85 1.49 -2.19
C -1.78 1.61 -1.65
N -1.34 0.55 -0.81
C 0.09 0.60 -0.40
C 0.75 -0.83 -0.21
C 1.43 -1.10 1.09
C 0.72 -1.01 2.22
H -0.98 2.34 -1.76
H -1.91 -0.19 -0.74
H 0.76 1.11 -1.19
H 0.11 1.14 0.51
H 1.45 -1.09 -1.05
H -0.03 -1.66 -0.28
H 2.53 -1.39 0.97
H -0.20 -0.52 2.37
H 1.24 -1.05 3.12